1.
This record from the Open Molecules 2025 dataset describes 2 unconnected molecules or ions with the total composition C5H14N2S in a non-equilibrium geometry. The level of theory is ωB97M-V with the def2-TZVPD basis set.

The geometry in XYZ format:
```
22
Properties=species:S:1:pos:R:3:nbo_charge:R:1
C -0.487 -0.084 -0.539 -0.279
N -0.159 0.863 0.474 -0.139
C -0.624 2.222 0.325 -0.290
C -0.074 3.130 1.440 -0.600
S -1.429 1.345 3.633 0.019
C 0.495 -1.312 -0.524 -0.192
N 0.166 -2.245 -1.551 -0.607
C 1.157 -3.338 -1.524 -0.430
H -1.522 -0.445 -0.293 0.263
H -0.464 0.334 -1.551 0.244
H -0.563 0.513 1.359 0.419
H -1.713 2.293 0.342 0.274
H -0.402 2.605 -0.679 0.247
H 0.997 3.239 1.388 0.242
H -0.522 4.114 1.253 0.252
H -0.379 2.842 2.456 0.204
H 1.490 -0.885 -0.633 0.209
H 0.500 -1.737 0.524 0.172
H -0.778 -2.580 -1.399 0.365
H 0.599 -4.297 -1.426 0.220
H 1.831 -3.253 -2.368 0.215
H 1.882 -3.324 -0.706 0.193
```

The calculation puts the HOMO-LUMO gap (spin up / spin down) at 6.22 / 4.80 eV. Its total charge is +1. For the energy above the lowest of the compared OMol25 structures with the same formula, charge and spin, the calculation gives 104.93 kcal per mole. Its LUMO energy (spin up / spin down) is -6.61 / -7.93 eV. As for the spin multiplicity: 2. The highest occupied orbital energy (spin up / spin down) is -0.471 / -0.468 hartree.

2.
This record from the Open Molecules 2025 dataset describes a molecular structure, C41H46P2W in a non-equilibrium geometry. The level of theory is ωB97M-V with the def2-TZVPD basis set.

The geometry in XYZ format:
```
90
Properties=species:S:1:pos:R:3:mulliken_spin:R:1
W -0.061 -0.510 0.967 1.585
C 1.226 -3.297 -1.932 0.012
C 1.397 -2.236 -2.711 -0.006
C 0.698 -2.010 -4.041 -0.019
C -0.758 -2.518 -4.128 0.006
C -1.532 -2.575 -2.827 -0.003
C -1.621 -3.644 -2.027 0.009
C -0.772 -4.884 -2.086 -0.004
C 0.708 -4.625 -2.425 0.003
C -1.592 0.877 2.265 -0.071
H 1.572 -3.324 -0.888 0.002
H 2.222 -1.532 -2.527 0.004
H 1.269 -2.445 -4.886 0.001
H 0.693 -0.927 -4.244 0.000
H -1.297 -1.820 -4.793 0.001
H -0.755 -3.478 -4.665 0.000
H -2.233 -1.743 -2.711 -0.005
H -2.514 -3.793 -1.421 0.003
H -1.171 -5.647 -2.780 0.000
H -0.823 -5.357 -1.093 -0.001
H 1.287 -5.428 -1.935 0.000
H 0.854 -4.761 -3.509 0.000
H -0.726 0.233 2.637 0.075
H -2.345 0.811 3.057 0.005
H -1.295 1.915 2.180 -0.002
P 1.712 0.745 -0.181 -0.103
P -2.405 0.213 0.806 0.009
C 0.206 0.082 -0.984 -0.040
C -1.232 0.098 -0.621 0.165
C 2.500 2.026 -1.137 0.009
C 2.747 1.887 -2.521 -0.002
C 3.490 2.868 -3.183 0.000
C 3.968 3.980 -2.473 0.000
C 3.677 4.144 -1.112 0.000
C 2.930 3.170 -0.449 -0.002
C 2.830 -0.687 0.049 -0.022
C 2.243 -1.733 0.790 -0.112
C 3.042 -2.807 1.200 -0.052
C 4.390 -2.831 0.859 -0.014
C 4.946 -1.845 0.034 0.014
C 4.158 -0.779 -0.406 -0.001
C -3.649 1.370 0.204 0.038
C -3.189 2.569 -0.370 -0.007
C -4.111 3.527 -0.797 0.005
C -5.480 3.260 -0.681 0.001
C -5.937 2.032 -0.192 0.001
C -5.021 1.071 0.245 -0.005
C -3.115 -1.378 1.348 -0.013
C -3.246 -1.721 2.713 0.026
C -3.471 -3.049 3.073 -0.016
C -3.661 -4.023 2.088 0.017
C -3.659 -3.659 0.736 -0.017
C -3.395 -2.340 0.364 0.024
H 0.448 -0.591 -1.816 0.041
H -1.868 0.036 -1.497 0.042
H 2.352 1.018 -3.052 0.001
H 3.698 2.762 -4.255 0.000
H 4.582 4.722 -2.982 0.000
H 4.036 5.018 -0.560 0.000
H 2.655 3.250 0.601 0.002
H 1.098 -1.984 0.808 0.340
H 2.594 -3.625 1.769 0.002
H 5.013 -3.643 1.228 0.000
H 5.988 -1.904 -0.277 0.001
H 4.551 -0.024 -1.091 0.001
H -2.118 2.736 -0.495 -0.009
H -3.760 4.471 -1.205 0.000
H -6.203 4.021 -0.976 0.000
H -7.007 1.815 -0.137 0.000
H -5.353 0.091 0.612 0.001
H -3.135 -0.964 3.491 0.001
H -3.487 -3.331 4.135 0.000
H -3.812 -5.068 2.368 0.001
H -3.840 -4.419 -0.029 -0.001
H -3.355 -2.062 -0.692 0.010
C 0.338 4.391 3.164 0.000
C 1.503 3.392 3.256 0.009
C 2.793 4.153 2.918 0.008
C 1.629 2.999 4.733 0.004
C 1.294 2.227 2.325 0.018
C 1.181 1.286 1.478 0.035
H 0.550 5.259 3.811 0.001
H -0.602 3.931 3.497 0.000
H 0.206 4.749 2.135 0.000
H 2.914 5.001 3.611 0.000
H 3.662 3.489 3.023 -0.001
H 2.760 4.555 1.901 0.000
H 0.715 2.512 5.095 -0.001
H 2.489 2.339 4.895 -0.001
H 1.790 3.915 5.331 0.000
```

The calculation puts the HOMO-LUMO gap (spin up / spin down) at 5.76 / 6.24 eV. Its total charge is +2. For the energy above the lowest of the compared OMol25 structures with the same formula, charge and spin, the calculation gives 91.91 kcal per mole. Its LUMO energy (spin up / spin down) is -6.66 / -6.46 eV. As for the spin multiplicity: 3. The highest occupied orbital energy (spin up / spin down) is -0.457 / -0.467 hartree.

3.
This record from the Open Molecules 2025 dataset describes 3 unconnected molecules or ions with the total composition C2H2INO2S in a non-equilibrium geometry. The level of theory is ωB97M-V with the def2-TZVPD basis set.

The geometry in XYZ format:
```
9
Properties=species:S:1:pos:R:3:nbo_charge:R:1
C 3.836 1.124 1.047 -0.096
N 3.228 1.356 0.103 0.220
O 2.830 1.507 -0.968 -0.379
H 3.870 1.077 2.110 0.253
O 3.916 -1.270 1.947 -0.481
C 3.621 -1.640 0.889 0.435
S 3.205 -2.156 -0.525 0.048
I -1.450 -0.682 -0.371 -0.096
H -0.042 -0.031 -0.424 0.095
```

The calculation puts the HOMO-LUMO gap at 10.55 eV. For the energy above the lowest of the compared OMol25 structures with the same formula, charge and spin, the calculation gives 33.93 kcal per mole. Its LUMO energy is 0.49 eV. Its structure (SMILES) is C#[N+][O-].O=C=S.I. The highest occupied orbital energy is -0.370 hartree.

What did the first record say?
This record from the Open Molecules 2025 dataset describes 2 unconnected molecules or ions with the total composition C5H14N2S in a non-equilibrium geometry. The level of theory is ωB97M-V with the def2-TZVPD basis set.

The geometry in XYZ format:
```
22
Properties=species:S:1:pos:R:3:nbo_charge:R:1
C -0.487 -0.084 -0.539 -0.279
N -0.159 0.863 0.474 -0.139
C -0.624 2.222 0.325 -0.290
C -0.074 3.130 1.440 -0.600
S -1.429 1.345 3.633 0.019
C 0.495 -1.312 -0.524 -0.192
N 0.166 -2.245 -1.551 -0.607
C 1.157 -3.338 -1.524 -0.430
H -1.522 -0.445 -0.293 0.263
H -0.464 0.334 -1.551 0.244
H -0.563 0.513 1.359 0.419
H -1.713 2.293 0.342 0.274
H -0.402 2.605 -0.679 0.247
H 0.997 3.239 1.388 0.242
H -0.522 4.114 1.253 0.252
H -0.379 2.842 2.456 0.204
H 1.490 -0.885 -0.633 0.209
H 0.500 -1.737 0.524 0.172
H -0.778 -2.580 -1.399 0.365
H 0.599 -4.297 -1.426 0.220
H 1.831 -3.253 -2.368 0.215
H 1.882 -3.324 -0.706 0.193
```

The calculation puts the HOMO-LUMO gap (spin up / spin down) at 6.22 / 4.80 eV. Its total charge is +1. For the energy above the lowest of the compared OMol25 structures with the same formula, charge and spin, the calculation gives 104.93 kcal per mole. Its LUMO energy (spin up / spin down) is -6.61 / -7.93 eV. As for the spin multiplicity: 2. The highest occupied orbital energy (spin up / spin down) is -0.471 / -0.468 hartree.

Among the records above, which one has the lowest energy above the lowest of the compared OMol25 structures with the same formula, charge and spin?
C2H2INO2S